No. 1
88
Properties=species:S:1:pos:R:3 method="wB97M-V/def2-TZVPD" relative_energy_kj_mol=150.0 e_lumo_ev=-0.4 homo_lumo_gap_ev=6.82 fmax_ev_per_a=2.552
In -0.9126 -1.8249 -0.6456
C -1.9147 1.5200 2.5101
Si -2.5174 0.5652 0.9626
C -1.9277 1.4891 -0.6307
C -4.4121 0.8394 0.8119
N -2.1052 -1.1058 0.9651
C -2.3568 -1.9107 2.0725
C -3.2816 -1.5994 3.1179
C -3.5165 -2.4581 4.1836
C -2.8178 -3.6595 4.2629
C -1.9029 -4.0496 3.2878
C -1.7250 -3.1630 2.2369
F -0.7240 -3.4924 1.2995
H -1.5608 2.5014 2.2263
H -1.1120 0.9965 3.0573
H -2.7581 1.6301 3.2126
H -3.1773 3.0389 -0.4863
H -2.4792 1.0092 -1.4504
H -0.1562 1.9611 -1.7522
H -4.6515 1.8942 0.7559
H -4.9546 0.4355 1.6813
H -4.8103 0.3604 -0.0750
H -3.8070 -0.6341 3.0584
H -4.2739 -2.2215 4.9501
H -2.9593 -4.3161 5.1365
H -1.3319 -4.9935 3.3375
C 1.9383 5.4851 -0.1565
C 2.1870 4.7553 1.1921
C 3.6209 5.0354 1.7210
C 3.8765 4.2999 3.0420
C 3.4322 2.8723 3.0406
C 3.9578 1.9338 3.9509
C 3.5710 0.5909 3.8689
F 4.1778 -0.3265 4.6742
C 2.6458 0.1454 2.9394
C 2.1001 1.0731 2.0194
C 1.0951 0.5721 1.0717
O 0.7977 -0.6807 1.0986
C 0.5525 1.5521 0.2019
C 0.8399 2.8832 0.4180
N 1.9101 3.3181 1.1652
C 2.4974 2.4306 2.0560
C -0.4157 1.2317 -0.9350
O -2.2070 2.9184 -0.6577
O -0.3009 -0.0324 -1.4709
H 2.3847 6.4610 -0.0401
H 0.8855 5.6275 -0.3729
H 2.4116 4.9867 -0.9858
H 1.4847 5.1983 1.9272
H 3.6972 6.1162 1.8386
H 4.3689 4.7378 0.9673
H 3.3795 4.8435 3.8718
H 4.9529 4.3326 3.3087
H 4.6950 2.2988 4.6913
H 2.3362 -0.9108 2.8810
H 0.1970 3.6665 -0.0024
C 2.9126 -3.1583 -3.9515
N 3.0233 -2.3228 -2.7906
C 3.9996 -1.3387 -2.5412
C 3.7869 -0.9078 -1.2724
N 2.7075 -1.5515 -0.7349
C 2.2269 -2.4271 -1.6551
S 0.9920 -3.5351 -1.3478
H 3.4247 -2.6743 -4.7867
H 1.8655 -3.2711 -4.2072
H 3.3907 -4.1307 -3.7751
H 4.7201 -1.0053 -3.2862
H 4.3669 -0.2144 -0.6729
H 2.1856 -1.3873 0.1476
Cl 2.1550 -0.6090 -6.5310
C 2.0833 0.7167 -5.3184
Cl 1.0393 0.2445 -3.9543
H 1.6625 1.5993 -5.8209
H 3.1167 0.8754 -4.9599
C -2.9169 -4.4377 -3.3787
C -3.0888 -3.1112 -2.6284
O -1.8891 -2.5229 -2.3099
C -3.8654 -3.2804 -1.2629
F -4.1574 -2.0826 -0.7205
F -4.9818 -4.0299 -1.2310
F -2.9923 -3.8871 -0.3608
C -3.8734 -2.1219 -3.5974
F -3.7673 -0.8354 -3.1997
F -3.3704 -2.1949 -4.8449
F -5.2216 -2.4064 -3.6933
H -2.3658 -5.1274 -2.7487
H -2.2570 -4.2011 -4.2272
H -3.8355 -4.8920 -3.7494

No. 2
18
Properties=species:S:1:pos:R:3 method="wB97M-V/def2-TZVPD" relative_energy_kj_mol=256.9 e_lumo_ev=1.0 homo_lumo_gap_ev=10.06 fmax_ev_per_a=4.612 smiles=C[C@@H]1[C@@H]2C[C@H]1OCO2
C -2.2029 0.2532 0.5670
C -0.8289 0.5712 -0.0333
C -0.0418 -0.2892 -1.1654
C 0.2677 -1.1874 -0.0336
C 0.3296 0.0075 0.9489
O 1.5285 0.6934 0.7449
C 2.1397 0.5701 -0.5290
O 1.2050 0.4105 -1.5613
H -3.0060 0.6577 -0.1100
H -2.2496 0.6952 1.6044
H -2.2349 -0.8553 0.7498
H -0.6594 1.6527 -0.1294
H -0.5555 -0.6423 -2.0810
H 1.2498 -1.7445 -0.0167
H -0.3824 -1.9929 0.1611
H 0.0443 -0.0431 2.0373
H 2.8082 -0.2810 -0.4414
H 2.5886 1.5242 -0.7124

No. 3
62
Properties=species:S:1:pos:R:3 method="wB97M-V/def2-TZVPD" relative_energy_kj_mol=90.8 e_lumo_ev="2.0 / 2.0" s_squared=3.767 homo_lumo_gap_ev="4.80 / 4.82" multiplicity=4 fmax_ev_per_a=2.867 charge=-1
C -3.0352 -1.5761 -2.8667
C -1.9886 -1.7501 -3.8905
C -1.4630 -0.5190 -4.2617
H -1.7369 -2.7156 -4.3679
C -2.0736 0.4738 -3.4819
C -3.0876 -0.1536 -2.6313
H -3.4071 0.3554 -1.6840
H -3.3461 -2.3977 -2.2148
H -0.8300 -0.3386 -5.1184
H -1.7979 1.5331 -3.5486
Nd -1.2133 -1.2477 -1.0804
Cl 0.0040 -3.6176 -1.2803
C 3.2773 -0.4091 -2.5202
C 2.7803 0.8400 -3.0448
C 2.0937 0.5168 -4.2564
H 2.7412 1.7867 -2.4917
C 2.1801 -0.8615 -4.4808
C 2.9123 -1.4629 -3.4265
H 3.0949 -2.5031 -3.2568
H 3.7138 -0.5584 -1.4933
H 1.4321 1.2260 -4.8051
H 1.6665 -1.4154 -5.2638
C -3.3813 -0.7880 0.9871
Si -1.8012 -0.9526 1.9774
C -1.9912 -0.1125 3.6300
C -1.3778 -2.7595 2.1584
Si -0.0183 0.1703 1.1746
Si -0.2891 2.3577 0.9145
C 0.0240 2.9068 2.6816
C 0.9256 3.1569 -0.2541
C -2.0331 2.7453 0.3616
Si 1.9667 -0.4849 1.8989
C 1.6625 -0.4254 3.7404
C 2.5027 -2.1841 1.3514
C 3.2403 0.7706 1.3710
H -4.1265 -1.2338 1.6773
H -3.4206 -1.3785 0.0543
H -3.6768 0.2478 0.7765
H -2.8062 -0.6845 4.1125
H -1.0962 -0.1578 4.2749
H -2.3037 0.9436 3.5469
H -1.3867 -3.2984 1.1987
H -0.4065 -2.9533 2.6369
H -2.1943 -3.1363 2.8069
H 1.0619 2.7189 3.0222
H -0.1443 4.0025 2.6237
H -0.6775 2.4666 3.4167
H 0.6971 2.9451 -1.3166
H 0.7892 4.2443 -0.0709
H 1.9831 2.8979 -0.0669
H -2.2198 2.5052 -0.7042
H -2.8229 2.2758 0.9789
H -2.0881 3.8495 0.4807
H 0.9223 -1.1671 4.0917
H 2.6573 -0.6792 4.1550
H 1.3641 0.5722 4.1090
H 2.7544 -2.2388 0.2811
H 3.4182 -2.3645 1.9506
H 1.7699 -2.9767 1.5602
H 3.4319 0.7780 0.2872
H 3.0224 1.7985 1.7011
H 4.1517 0.4172 1.8887